No. 1
{
  "formula": "C19H41N14O21",
  "method": "ωB97M-V/def2-TZVPD",
  "total_charge": 1,
  "orbital_gap_ev": 8.86,
  "homo_ev": -11.68,
  "fmax_ev_per_a": 3.1,
  "energy_ev": -84191.01334,
  "species": ["O", "N", "H", "N", "C", "N", "H", "H", "O", "O", "H", "H", "H", "O", "H", "H", "C", "H", "H", "H", "H", "C", "C", "O", "H", "N", "N", "N", "H", "H", "C", "H", "H", "H", "O", "H", "O", "O", "O", "N", "C", "C", "C", "H", "C", "O", "H", "N", "C", "H", "H", "H", "H", "H", "O", "H", "C", "N", "H", "C", "O", "C", "C", "H", "H", "N", "H", "N", "H", "C", "O", "N", "C", "O", "N", "C", "O", "H", "H", "H", "H", "O", "O", "H", "H", "O", "O", "C", "H", "C", "N", "H", "O", "H", "O"],
  "positions_angstrom": [[10.51, 3.41, -3.47], [1.80, -5.14, 3.75], [-1.95, 1.15, -1.03], [-6.58, 0.79, -1.28], [3.70, 3.33, -0.14], [-9.85, -2.17, 0.73], [0.63, -2.33, -0.64], [3.89, 4.39, -0.01], [-6.22, 0.81, 4.08], [4.04, 3.45, -2.41], [-1.64, -3.68, -2.07], [0.57, -0.72, -1.43], [-5.08, 3.99, -3.04], [-9.02, -2.56, 1.53], [-6.67, 1.70, 6.47], [-0.87, -4.72, -3.32], [-2.13, -0.78, 0.00], [2.91, 2.99, 0.53], [-7.06, -0.60, 0.23], [-2.53, -2.63, 1.26], [-8.43, 0.00, -0.75], [-5.63, 1.58, 6.18], [-7.51, 0.27, -0.25], [6.87, 2.45, -0.10], [6.24, -2.39, -2.53], [-3.85, 4.60, -1.46], [0.65, 0.71, 0.64], [0.31, -2.26, 2.40], [-3.43, 2.42, 0.68], [12.95, 3.52, -1.73], [-2.70, -1.53, 1.11], [-10.45, -4.00, -0.09], [-2.13, -5.40, -2.24], [0.87, -2.54, 3.20], [-9.87, -1.07, 0.22], [-5.02, 2.38, 6.58], [2.41, -4.10, 3.98], [-6.94, 1.77, -1.91], [1.08, -5.72, 4.52], [7.59, 3.06, -0.89], [-3.27, 1.33, 0.83], [7.73, 2.49, -2.26], [12.04, 4.10, -1.88], [0.62, 1.27, -0.21], [0.86, 1.15, 1.92], [8.19, 4.08, -0.64], [7.22, -2.96, -3.93], [11.61, 3.90, -3.29], [-3.53, -0.84, 2.09], [-11.46, -3.39, 1.27], [0.98, -5.78, 1.93], [-11.59, -2.64, -0.35], [2.64, -5.11, 1.81], [-0.41, -2.87, 2.01], [-5.51, 0.21, -1.43], [-4.44, 1.10, 2.72], [-2.44, 0.65, -0.15], [0.79, 0.08, 2.78], [-7.68, 1.06, 0.47], [0.50, -1.01, 1.95], [-4.91, 2.53, 4.19], [6.76, -2.10, -3.44], [1.96, -5.74, 2.39], [6.74, 2.45, -2.70], [8.15, 1.49, -2.15], [-5.58, 1.65, 4.69], [11.26, 3.76, -1.22], [-0.25, -5.07, -1.35], [12.23, 5.16, -1.75], [-4.27, 3.57, -2.45], [7.85, -0.06, -3.51], [0.41, -0.61, 0.64], [-10.93, -3.13, 0.36], [2.15, 2.63, -1.73], [3.26, 3.12, -1.55], [-3.82, 0.58, 1.96], [-1.29, -1.45, -0.92], [2.38, -6.74, 2.53], [8.39, 3.12, -2.84], [1.05, 2.22, 2.12], [-4.59, 2.68, -1.92], [0.75, -4.37, -1.32], [8.70, -1.62, -2.28], [4.61, 2.75, 0.01], [6.10, -1.58, -4.12], [-3.46, 5.66, -1.89], [-0.45, -6.04, -0.66], [-1.31, -4.69, -2.32], [-3.96, -1.41, 2.95], [0.11, -1.33, -0.60], [7.87, -1.18, -3.04], [-3.40, 3.35, -3.07], [-3.95, 4.30, -0.28], [-5.24, 0.61, 6.48], [12.38, 4.23, -4.16]]
}

***

No. 2
{
  "formula": "C19H41N2O3PtSSi3",
  "method": "ωB97M-V/def2-TZVPD",
  "total_charge": 3,
  "orbital_gap_ev": [3.46, 3.46],
  "homo_ev": [-16.39, -16.39],
  "e_above_lowest_kj_mol": 367.4,
  "fmax_ev_per_a": 1.9,
  "energy_ev": -67179.09652,
  "species": ["H", "H", "H", "Pt", "C", "N", "C", "C", "O", "H", "H", "N", "H", "H", "H", "O", "H", "C", "Si", "H", "H", "H", "C", "H", "C", "S", "H", "H", "H", "H", "H", "H", "C", "H", "C", "H", "C", "H", "H", "C", "O", "C", "H", "H", "C", "H", "H", "H", "C", "C", "H", "Si", "H", "Si", "C", "H", "H", "H", "H", "H", "C", "H", "H", "C", "H", "C", "H", "H", "C", "H"],
  "positions_angstrom": [[-2.45, 4.04, -0.73], [1.11, 0.01, -3.99], [-1.04, -0.50, 1.80], [-0.18, 0.22, -0.80], [-0.12, -2.73, -0.37], [-0.04, -6.01, 1.09], [-3.63, 0.76, 0.27], [0.14, 0.42, -4.25], [-1.83, -4.80, 0.39], [-0.24, 4.58, -1.95], [2.76, 4.12, 1.01], [0.59, -1.80, -1.03], [-1.05, -2.43, 0.09], [-1.55, 1.53, 3.30], [-0.30, -0.47, 3.40], [-0.11, -7.22, 3.01], [-2.82, 2.70, 2.98], [0.24, 1.78, 0.44], [1.28, 3.03, -0.68], [2.48, 1.30, 3.83], [-2.76, 0.69, -4.52], [1.81, -5.45, -0.92], [-2.48, 0.87, -3.48], [2.09, 5.29, -0.13], [-0.09, -0.56, 2.33], [-1.10, -0.21, -3.10], [1.10, 4.70, 1.21], [-4.29, 1.49, -0.20], [-3.89, 0.66, 1.32], [-0.97, -7.88, 1.24], [2.25, -1.39, -2.21], [-2.21, 1.92, -3.34], [1.72, 1.86, 3.30], [2.32, 1.03, -1.80], [-1.77, 2.47, 2.79], [3.58, 0.63, 1.15], [0.29, -4.04, -0.29], [-0.80, 2.91, -2.10], [0.15, 1.51, -4.23], [0.10, 3.54, -2.07], [-2.26, 1.17, 0.13], [1.71, -2.16, -1.67], [-1.18, 3.26, 3.25], [0.60, 3.49, -3.03], [2.17, -3.46, -1.66], [0.91, 2.08, 4.00], [-0.14, 0.07, -5.25], [-0.53, -7.91, 3.55], [2.73, -0.06, 1.18], [2.67, 2.01, -1.46], [0.34, -1.55, 2.17], [-1.51, 2.42, 0.93], [-3.31, 0.60, -2.83], [1.18, 0.80, 1.85], [-0.82, -6.97, 1.84], [0.96, -6.06, 1.22], [2.61, -0.50, 0.19], [3.06, -3.72, -2.22], [-1.30, 4.86, 0.35], [-1.81, -6.54, 2.00], [1.46, -4.42, -0.94], [3.51, 1.85, -0.79], [2.16, 2.81, 2.99], [-0.63, -4.99, 0.43], [3.00, -0.86, 1.87], [-2.08, 4.09, 0.29], [-3.76, -0.21, -0.22], [-2.90, 4.42, 0.93], [1.85, 4.40, 0.47], [3.06, 2.54, -2.33]]
}

***

No. 3
{
  "formula": "C19H41N4O6SY",
  "method": "ωB97M-V/def2-TZVPD",
  "total_charge": 2,
  "orbital_gap_ev": 9.18,
  "homo_ev": -13.54,
  "e_above_lowest_kj_mol": 0.0,
  "fmax_ev_per_a": 0.6,
  "energy_ev": -50478.86995,
  "species": ["H", "H", "H", "H", "H", "H", "H", "Y", "H", "H", "N", "H", "C", "H", "C", "H", "C", "N", "C", "H", "C", "H", "H", "C", "H", "C", "C", "H", "H", "C", "O", "H", "H", "H", "C", "H", "H", "H", "C", "C", "H", "C", "H", "N", "H", "H", "H", "H", "H", "C", "H", "H", "C", "H", "O", "N", "O", "H", "O", "C", "H", "O", "O", "H", "H", "S", "H", "C", "C", "C", "H", "H"],
  "positions_angstrom": [[1.68, 3.19, -1.21], [-2.01, -3.51, 2.22], [-1.59, -0.33, -3.87], [3.57, 1.19, 0.19], [0.37, 2.56, -3.90], [1.34, -1.86, 2.53], [-0.62, -2.76, -1.50], [0.48, 0.17, -0.30], [-1.92, -3.83, 0.49], [3.52, 1.03, -3.52], [-2.03, 3.58, 2.55], [-4.12, 0.87, 0.46], [-1.70, 1.35, -2.56], [4.56, -0.09, 0.92], [-3.67, 2.27, 2.72], [-0.24, 3.52, -2.54], [3.55, 0.29, 0.80], [-3.14, 0.85, 0.73], [-0.81, -1.28, 1.01], [-2.24, 1.67, -1.66], [2.89, 0.56, 2.13], [3.45, -0.99, -2.11], [-1.45, 4.37, 2.78], [0.52, -1.89, -3.11], [1.17, -3.63, 2.67], [-1.97, -0.10, -2.88], [3.20, -2.03, 0.27], [0.41, -3.00, 0.45], [-0.02, -2.56, 3.42], [2.64, -0.80, -2.81], [1.42, -1.24, -2.20], [-1.75, -1.39, 0.45], [2.94, -0.30, 2.79], [0.36, -1.24, -3.98], [2.56, 0.68, -3.13], [1.80, 0.85, -3.89], [-5.63, 1.52, 2.36], [-4.67, 0.54, 3.47], [0.78, 1.07, 3.05], [0.33, 2.63, -2.82], [2.53, -2.67, -0.28], [0.62, -2.69, 2.54], [-1.51, -2.61, -3.03], [-2.89, 1.88, 1.63], [4.21, -2.12, -0.13], [0.96, -2.83, -3.45], [2.83, -1.37, -3.72], [-0.90, -4.74, 1.61], [-1.08, -0.85, 1.99], [-4.89, 1.56, 3.16], [0.90, 0.22, 3.71], [3.35, 1.42, 2.63], [-0.78, -2.13, -2.38], [-3.04, -0.33, -2.84], [-1.28, -0.88, -1.89], [-3.14, 3.31, 3.28], [2.24, 1.39, -1.93], [-5.32, 2.10, 4.00], [1.52, 0.86, 1.84], [-1.33, -3.76, 1.40], [2.40, 3.27, -2.82], [2.74, -0.68, 0.10], [-0.30, 1.45, -2.30], [1.14, 1.98, 3.54], [-1.99, 1.98, -3.40], [-0.60, 2.79, 0.39], [-2.91, -0.04, 1.16], [-1.85, 2.75, 1.52], [1.72, 2.70, -2.19], [-0.24, -2.69, 1.28], [-0.27, 1.17, 2.79], [3.20, -2.31, 1.32]]
}